Below is a cluster of 2 separate species, C4H5ClN2O in total, with properties calculated with ωB97M-V/def2-TZVPD.

Output
* relative energy (zero: lowest compared OMol25 entry of this formula, charge and spin): 2.986 eV
* net charge: 0
* 2S+1: 1

Geometry as XYZ:
```
13
Properties=species:S:1:pos:R:3:forces:R:3:mulliken_charge:R:1
C -1.655760 -1.301329 -0.064405 -0.575 -0.019 -0.097 0.456
Cl -0.882998 1.464319 1.073734 0.071 0.542 0.147 -0.090
H -1.279620 -1.329109 -1.977668 -0.583 -0.067 -1.061 0.238
N -0.888500 -1.140897 -1.093018 3.257 2.605 -0.163 -0.576
O -0.428312 1.310605 -2.083370 0.166 0.809 -1.647 -0.312
C 0.584127 1.027677 0.157989 1.403 0.742 -0.034 0.075
H 1.952027 0.260546 1.821564 -1.679 -0.534 -1.845 0.282
C 1.292574 -0.131574 0.920089 1.689 2.285 0.701 -1.044
N -2.324630 -1.408696 0.862426 -0.688 -0.360 1.266 -0.497
H 0.511451 -0.737599 1.262695 -0.876 -1.107 0.775 0.323
H 1.956838 -0.717739 0.310841 0.200 -0.096 -0.546 0.331
H 1.214681 1.995197 0.004894 -1.023 -1.799 0.224 0.390
C -0.051882 0.708598 -1.195768 -1.361 -3.001 2.281 0.424
```
Forces are in eV/Å.